No. 1
Molecular formula: C35H41CeCl2N2OP3
Method: DFT, the ωB97M-V functional and the def2-TZVPD basis

Energy relative to the best compared isomer or geometry (same formula, charge and spin) (kJ/mol): 301.2
Lowest unoccupied orbital energy (spin up / spin down) (eV): -7.58 / -7.53
E (Eh): -3961.936864
Highest occupied orbital energy (spin up / spin down) (Ha): -0.4087 / -0.4095

Geometry as ORCA input:
```
! wB97M-V def2-TZVPD RIJCOSX def2/J DEFGRID3
* xyz 2 1
P 1.24 1.67 -4.82
C 2.97 1.79 -4.81
C 3.58 1.20 -5.94
H 2.98 0.57 -6.59
C 4.92 1.49 -6.19
H 5.37 1.08 -7.08
C 5.64 2.30 -5.31
H 6.68 2.53 -5.55
C 5.05 2.80 -4.15
H 5.64 3.42 -3.46
C 3.72 2.54 -3.86
H 3.24 2.89 -2.95
C 0.55 0.19 -5.47
C 1.14 -1.08 -5.24
H 2.05 -1.17 -4.64
C 0.55 -2.21 -5.80
H 0.99 -3.19 -5.62
C -0.58 -2.09 -6.61
H -1.02 -2.97 -7.07
C -1.13 -0.83 -6.87
H -1.98 -0.72 -7.53
C -0.59 0.31 -6.29
H -0.99 1.31 -6.50
C 0.28 3.13 -4.90
C 0.57 3.78 -6.11
H 1.38 3.38 -6.73
C -0.18 4.89 -6.47
H 0.04 5.36 -7.43
C -1.19 5.36 -5.63
H -1.77 6.23 -5.94
C -1.43 4.74 -4.40
H -2.20 5.15 -3.74
C -0.70 3.62 -4.01
H -0.85 3.15 -3.03
Ce 0.27 0.33 0.31
C -2.14 -0.64 -0.53
C -2.46 -0.87 -1.81
H -2.72 -1.03 0.32
C -1.58 -0.29 -2.91
O -2.33 0.76 -3.48
H -1.88 1.22 -4.20
C -0.42 0.22 -2.28
H -1.41 -1.05 -3.66
C 0.55 0.76 -1.68
Cl -0.36 -1.79 1.74
Cl 2.90 0.88 0.29
P 1.61 -2.17 -0.80
C 2.62 -2.78 0.62
H 1.96 -3.24 1.37
H 3.13 -1.91 1.07
H 3.36 -3.50 0.25
C 0.50 -3.61 -1.09
H -0.09 -3.42 -2.00
H -0.19 -3.71 -0.24
H 1.09 -4.53 -1.21
C 2.82 -2.38 -2.16
H 3.32 -1.41 -2.30
H 2.30 -2.67 -3.09
H 3.55 -3.15 -1.87
P -3.98 -1.74 -2.38
C -4.53 -2.80 -1.05
C -3.49 -2.69 -3.82
H -4.41 -2.29 -0.10
H -3.93 -3.72 -1.04
H -5.59 -3.06 -1.20
H -3.20 -2.03 -4.65
H -4.32 -3.32 -4.15
H -2.63 -3.33 -3.57
C -5.21 -0.52 -2.85
H -5.60 -0.03 -1.95
H -6.04 -1.00 -3.39
H -4.72 0.23 -3.48
H 1.59 0.85 -2.02
N -0.41 0.78 7.60
C -0.31 1.01 6.46
C -0.18 1.26 5.04
C 1.09 1.29 4.46
C 1.18 1.45 3.09
N 0.06 1.56 2.33
C -1.18 1.58 2.88
C -1.33 1.45 4.25
H 2.00 1.17 5.04
H 2.14 1.48 2.56
H -2.04 1.69 2.19
H -2.32 1.47 4.68
*
```

---

No. 2
Molecular formula: C35H41CuN3O5PS2Te
Method: DFT, the ωB97M-V functional and the def2-TZVPD basis

Energy relative to the best compared isomer or geometry (same formula, charge and spin) (kJ/mol): 0.0
Lowest unoccupied orbital energy (eV): 3.46
E (Eh): -4945.192205
Highest occupied orbital energy (Ha): -0.0554

Geometry as ORCA input:
```
! wB97M-V def2-TZVPD RIJCOSX def2/J DEFGRID3
* xyz -2 1
Cu -0.28 -1.09 -0.65
S -2.08 -2.40 -1.20
C -1.19 -3.01 -2.55
S 0.17 -2.13 -3.11
C -1.54 -4.25 -3.12
C -2.62 -5.03 -2.65
N -3.49 -5.72 -2.29
C -0.81 -4.82 -4.19
N -0.24 -5.33 -5.07
C 4.79 -0.89 -2.34
C 3.46 -1.27 -1.74
O 3.51 -2.66 -1.39
P 2.32 -3.20 -0.38
O 3.13 -3.21 1.04
C 4.43 -3.78 1.17
C 5.37 -2.73 1.74
O 2.48 -4.79 -0.71
C 1.82 -5.27 -1.90
C 2.80 -5.46 -3.04
H 4.79 0.17 -2.60
H 4.98 -1.46 -3.25
H 5.60 -1.08 -1.64
H 2.64 -1.11 -2.45
H 3.24 -0.66 -0.86
H 4.79 -4.13 0.20
H 4.35 -4.64 1.83
H 5.42 -1.88 1.07
H 6.37 -3.14 1.87
H 5.00 -2.38 2.71
H 1.04 -4.56 -2.20
H 1.34 -6.21 -1.63
H 3.25 -4.51 -3.31
H 2.27 -5.86 -3.91
H 3.59 -6.16 -2.75
C -1.72 9.01 1.44
C -1.56 7.55 1.13
C -1.41 6.62 2.15
C -1.24 5.26 1.88
C -1.07 4.33 3.06
C -1.21 4.81 0.56
Te -0.88 2.76 0.11
N 0.41 -1.07 1.68
C 0.15 -1.32 2.98
O 0.40 -0.62 3.96
C -0.55 -2.65 3.20
C -0.77 -3.53 2.15
C -1.43 -4.74 2.38
C -1.86 -5.06 3.66
C -1.64 -4.18 4.71
C -0.99 -2.97 4.48
C -2.76 2.55 -0.84
C -3.87 3.13 -0.22
C -5.13 3.05 -0.80
C -5.28 2.36 -2.00
C -4.18 1.78 -2.60
C -2.90 1.87 -2.05
C -1.74 1.23 -2.75
C -1.36 5.75 -0.49
C -1.36 5.34 -1.93
C -1.54 7.09 -0.18
H -1.94 9.17 2.49
H -2.54 9.45 0.85
H -0.82 9.57 1.20
H -1.43 6.95 3.18
H -1.53 4.76 3.95
H -0.02 4.16 3.28
H -1.51 3.35 2.87
H -0.46 -3.26 1.15
H -1.62 -5.40 1.55
H -2.38 -5.99 3.84
H -1.98 -4.42 5.71
H -0.81 -2.27 5.28
H -3.75 3.65 0.72
H -5.98 3.50 -0.31
H -6.26 2.27 -2.46
H -4.30 1.24 -3.53
H -2.03 0.87 -3.74
H -1.37 0.36 -2.21
H -0.91 1.93 -2.86
H -0.50 4.71 -2.16
H -1.34 6.21 -2.58
H -2.25 4.75 -2.17
H -1.66 7.80 -0.99
C 2.26 0.58 2.15
C 1.20 -0.06 1.29
O 1.15 0.31 0.09
H 2.66 1.45 1.63
H 3.06 -0.15 2.30
H 1.86 0.84 3.13
*
```

---

No. 3
Molecular formula: C35H41IN5OS2V
Method: DFT, the ωB97M-V functional and the def2-TZVPD basis

Energy relative to the best compared isomer or geometry (same formula, charge and spin) (kJ/mol): 0.0
Lowest unoccupied orbital energy (spin up / spin down) (eV): -2.49 / -2.53
E (Eh): -3745.315915
Highest occupied orbital energy (spin up / spin down) (Ha): -0.3477 / -0.3628

Geometry as ORCA input:
```
! wB97M-V def2-TZVPD RIJCOSX def2/J DEFGRID3
* xyz 1 4
V -0.90 -0.88 -0.50
C -1.73 -3.33 1.92
C -0.34 -3.04 1.43
C 0.63 -2.63 2.34
C 1.94 -2.41 1.95
C 2.97 -1.91 2.93
C 2.30 -2.64 0.62
C 1.36 -3.06 -0.31
C 1.79 -3.36 -1.72
C 0.03 -3.22 0.09
H -1.71 -4.09 2.70
H -2.36 -3.69 1.11
H -2.19 -2.43 2.34
H 0.35 -2.47 3.38
H 2.63 -2.02 3.96
H 3.17 -0.85 2.75
H 3.91 -2.45 2.82
H 3.33 -2.51 0.32
H 2.62 -4.07 -1.72
H 2.14 -2.46 -2.24
H 0.98 -3.80 -2.30
H -0.68 -3.66 -0.61
C 4.30 2.71 1.29
C 4.27 1.69 0.35
C 3.12 0.94 0.18
C 1.97 1.17 0.94
C 2.02 2.21 1.88
C 3.16 2.97 2.05
C 0.77 0.35 0.69
C -0.43 0.17 1.26
C -0.88 0.58 2.58
C -0.06 0.53 3.72
C -0.55 0.87 4.97
C -1.86 1.29 5.13
C -2.70 1.32 4.02
C -2.22 0.94 2.78
H 5.20 3.30 1.43
H 5.15 1.48 -0.24
H 3.11 0.14 -0.56
H 1.15 2.42 2.48
H 3.18 3.76 2.79
H 1.01 -0.24 -0.25
H 0.97 0.21 3.60
H 0.11 0.82 5.83
H -2.23 1.56 6.11
H -3.74 1.61 4.14
H -2.90 0.89 1.93
N -4.50 -0.27 -0.31
C -4.06 -1.52 -0.41
O -2.86 -1.79 -0.57
C -5.07 -2.63 -0.31
I -5.63 -3.26 -2.27
H -3.84 0.48 -0.52
H -5.48 -0.07 -0.24
H -5.98 -2.32 0.20
H -4.63 -3.48 0.19
N -1.72 -3.19 -2.96
C -0.89 -2.24 -3.45
N -0.39 -1.28 -2.73
C 0.47 -0.49 -3.49
C 1.18 0.63 -3.06
C 2.01 1.29 -3.94
C 2.16 0.86 -5.26
C 1.46 -0.25 -5.71
C 0.63 -0.90 -4.82
S -0.36 -2.31 -5.11
H -2.26 -2.94 -2.14
H -2.21 -3.78 -3.62
H 1.06 0.99 -2.04
H 2.57 2.15 -3.60
H 2.82 1.39 -5.93
H 1.57 -0.59 -6.73
C -0.03 4.74 -2.07
N -0.56 3.38 -2.10
C -1.15 2.66 -1.14
S -1.89 1.18 -1.64
N -1.19 3.03 0.13
C -0.51 4.12 0.81
H 0.33 4.96 -3.07
H 0.80 4.84 -1.38
H -0.81 5.46 -1.82
H -0.62 2.93 -3.01
H -1.58 2.32 0.73
H -0.86 5.09 0.47
H 0.57 4.05 0.70
H -0.75 4.03 1.87
*
```

---

Repeat the second record exactly.
Molecular formula: C35H41CuN3O5PS2Te
Method: DFT, the ωB97M-V functional and the def2-TZVPD basis

Energy relative to the best compared isomer or geometry (same formula, charge and spin) (kJ/mol): 0.0
Lowest unoccupied orbital energy (eV): 3.46
E (Eh): -4945.192205
Highest occupied orbital energy (Ha): -0.0554

Geometry as ORCA input:
```
! wB97M-V def2-TZVPD RIJCOSX def2/J DEFGRID3
* xyz -2 1
Cu -0.28 -1.09 -0.65
S -2.08 -2.40 -1.20
C -1.19 -3.01 -2.55
S 0.17 -2.13 -3.11
C -1.54 -4.25 -3.12
C -2.62 -5.03 -2.65
N -3.49 -5.72 -2.29
C -0.81 -4.82 -4.19
N -0.24 -5.33 -5.07
C 4.79 -0.89 -2.34
C 3.46 -1.27 -1.74
O 3.51 -2.66 -1.39
P 2.32 -3.20 -0.38
O 3.13 -3.21 1.04
C 4.43 -3.78 1.17
C 5.37 -2.73 1.74
O 2.48 -4.79 -0.71
C 1.82 -5.27 -1.90
C 2.80 -5.46 -3.04
H 4.79 0.17 -2.60
H 4.98 -1.46 -3.25
H 5.60 -1.08 -1.64
H 2.64 -1.11 -2.45
H 3.24 -0.66 -0.86
H 4.79 -4.13 0.20
H 4.35 -4.64 1.83
H 5.42 -1.88 1.07
H 6.37 -3.14 1.87
H 5.00 -2.38 2.71
H 1.04 -4.56 -2.20
H 1.34 -6.21 -1.63
H 3.25 -4.51 -3.31
H 2.27 -5.86 -3.91
H 3.59 -6.16 -2.75
C -1.72 9.01 1.44
C -1.56 7.55 1.13
C -1.41 6.62 2.15
C -1.24 5.26 1.88
C -1.07 4.33 3.06
C -1.21 4.81 0.56
Te -0.88 2.76 0.11
N 0.41 -1.07 1.68
C 0.15 -1.32 2.98
O 0.40 -0.62 3.96
C -0.55 -2.65 3.20
C -0.77 -3.53 2.15
C -1.43 -4.74 2.38
C -1.86 -5.06 3.66
C -1.64 -4.18 4.71
C -0.99 -2.97 4.48
C -2.76 2.55 -0.84
C -3.87 3.13 -0.22
C -5.13 3.05 -0.80
C -5.28 2.36 -2.00
C -4.18 1.78 -2.60
C -2.90 1.87 -2.05
C -1.74 1.23 -2.75
C -1.36 5.75 -0.49
C -1.36 5.34 -1.93
C -1.54 7.09 -0.18
H -1.94 9.17 2.49
H -2.54 9.45 0.85
H -0.82 9.57 1.20
H -1.43 6.95 3.18
H -1.53 4.76 3.95
H -0.02 4.16 3.28
H -1.51 3.35 2.87
H -0.46 -3.26 1.15
H -1.62 -5.40 1.55
H -2.38 -5.99 3.84
H -1.98 -4.42 5.71
H -0.81 -2.27 5.28
H -3.75 3.65 0.72
H -5.98 3.50 -0.31
H -6.26 2.27 -2.46
H -4.30 1.24 -3.53
H -2.03 0.87 -3.74
H -1.37 0.36 -2.21
H -0.91 1.93 -2.86
H -0.50 4.71 -2.16
H -1.34 6.21 -2.58
H -2.25 4.75 -2.17
H -1.66 7.80 -0.99
C 2.26 0.58 2.15
C 1.20 -0.06 1.29
O 1.15 0.31 0.09
H 2.66 1.45 1.63
H 3.06 -0.15 2.30
H 1.86 0.84 3.13
*
```

---

- Which value of energy relative to the best compared isomer or geometry (same formula, charge and spin) does entry 2 give?
  0.0 kJ/mol

---

- Which formula does entry 2 have?
  C35H41CuN3O5PS2Te